1.
DFT (ωB97M-V/def2-TZVPD) results for 5 unconnected molecules or ions with the total composition C36H25NO11 in a non-equilibrium geometry.

The LUMO energy comes out at -2.097 eV. The maximum force is 8.89 eV/A. The HOMO-LUMO gap is 6.737 eV. The SMILES is [H]/N=C/CC1=C(c2ccccc2)C(=O)OC1=O.O=C1C=CC(=O)C=C1.O=C1C=CC(=O)C=C1.O=C1C=CC(=O)C=C1.O=C1C=CC(=O)C=C1.

Each line ends with the Mulliken charge.
Element x y z (Å)
H -5.316 5.981 4.290  0.2558
N -4.888 5.077 4.655  -0.4845
C -5.507 4.083 3.939  -0.1713
C -5.280 2.467 4.105  -0.2960
C -4.542 2.005 5.493  0.4106
C -3.807 0.694 5.693  -0.1249
C -3.559 -0.553 4.655  0.5189
C -4.391 -0.781 3.232  -0.3613
C -4.072 -2.037 2.180  -0.3220
C -2.930 -3.165 2.516  -0.4907
C -2.115 -3.000 3.947  -0.5349
C -2.404 -1.718 4.978  -0.4300
C -3.253 0.699 7.237  0.4222
O -2.446 -0.128 7.907  -0.5492
O -3.711 1.885 8.010  -0.2479
C -4.414 2.701 6.972  0.3820
O -4.854 3.858 7.472  -0.5255
H -6.293 4.419 3.107  0.2691
H -4.612 2.073 3.201  0.3029
H -6.353 1.966 4.096  0.2718
H -5.252 -0.053 2.904  0.2606
H -4.694 -2.092 1.186  0.3894
H -2.695 -4.049 1.784  0.3729
H -1.318 -3.822 4.214  0.4564
H -1.729 -1.707 5.951  0.2736
O -5.537 -1.444 -0.669  -0.6056
C -5.018 -0.840 -1.597  0.4675
C -4.869 0.629 -1.568  -0.2969
C -4.304 1.289 -2.584  -0.3623
C -3.804 0.579 -3.777  0.3392
O -3.286 1.183 -4.706  -0.5458
C -3.954 -0.890 -3.807  -0.3691
C -4.519 -1.550 -2.791  -0.3577
H -5.240 1.135 -0.685  0.4478
H -4.188 2.366 -2.578  0.4057
H -3.583 -1.396 -4.690  0.4087
H -4.635 -2.627 -2.796  0.4366
O 3.796 -2.175 -0.098  -0.6048
C 2.823 -2.724 0.399  0.4608
C 2.192 -2.203 1.627  -0.5732
C 1.129 -2.804 2.170  -0.2042
C 0.540 -4.015 1.565  0.5696
O -0.434 -4.564 2.062  -0.5564
C 1.171 -4.537 0.337  -0.5488
C 2.233 -3.935 -0.207  -0.3342
H 2.635 -1.313 2.058  0.4309
H 0.655 -2.435 3.072  0.4220
H 0.727 -5.426 -0.094  0.4367
H 2.707 -4.304 -1.108  0.4827
O 4.421 1.099 -5.128  -0.6044
C 4.243 -0.089 -4.898  0.4613
C 4.112 -0.591 -3.516  -0.4203
C 3.919 -1.890 -3.265  -0.1263
C 3.828 -2.878 -4.358  0.3404
O 3.650 -4.066 -4.128  -0.5666
C 3.959 -2.376 -5.740  -0.4035
C 4.152 -1.077 -5.991  -0.5328
H 4.180 0.146 -2.725  0.5931
H 3.821 -2.275 -2.257  0.4189
H 3.891 -3.113 -6.531  0.4136
H 4.250 -0.692 -6.999  0.4164
O 9.179 4.944 -4.224  -0.5586
C 8.205 4.395 -3.727  0.3456
C 7.575 4.917 -2.499  -0.4497
C 6.512 4.316 -1.955  -0.3910
C 5.923 3.105 -2.560  0.5754
O 4.949 2.556 -2.063  -0.5379
C 6.554 2.583 -3.789  0.1551
C 7.616 3.185 -4.332  -0.4772
H 8.018 5.807 -2.067  0.3959
H 6.038 4.685 -1.054  0.4220
H 6.110 1.693 -4.220  0.1125
H 8.090 2.815 -5.233  0.4211



2.
DFT (ωB97M-V/def2-TZVPD) results for 2 unconnected molecules or ions with the total composition C7H14N2 in a non-equilibrium geometry.

The LUMO energy comes out at 0.875 eV. The maximum force is 5.15 eV/A. The HOMO-LUMO gap is 9.302 eV. The SMILES is CCc1c[nH]cn1.CC. Its energy above the lowest of the compared OMol25 structures with the same formula, charge and spin is 70.69 kcal/mol.

Each line ends with the Mulliken charge.
Element x y z (Å)
C -0.661 -1.839 1.714  -1.2043
C -1.496 -1.074 0.735  -0.0070
C -1.204 -1.293 -0.694  0.1797
C -0.004 -1.411 -1.291  -0.4521
N -0.163 -0.887 -2.591  -0.2605
C -1.656 -1.117 -2.814  -0.1154
N -2.189 -0.959 -1.655  -0.5389
H -1.216 -2.523 2.399  0.3119
H -0.091 -1.308 2.424  0.3234
H 0.126 -2.632 1.326  0.2943
H -2.521 -1.059 1.151  0.3767
H -1.337 -0.029 1.033  0.0852
H 1.011 -1.650 -0.979  0.4199
H 0.405 -1.078 -3.394  0.2423
H -2.046 -0.988 -3.836  0.3437
C 2.187 2.889 0.402  -1.0163
C 1.106 2.174 1.244  -0.4895
H 3.035 2.383 0.621  0.3105
H 1.735 2.882 -0.590  0.3152
H 2.383 3.851 0.841  0.2987
H 0.157 2.689 1.074  0.2917
H 1.410 1.742 2.306  0.2843
H 1.032 1.239 0.575  0.0068



3.
DFT (ωB97M-V/def2-TZVPD) results for a molecular structure, C2H5N2S3 in a non-equilibrium geometry.

The LUMO energy comes out at -5.883 eV. The maximum force is 2.76 eV/A. The HOMO-LUMO gap is 6.318 eV. The charge is +1. Its energy above the lowest of the compared OMol25 structures with the same formula, charge and spin is 57.28 kcal/mol.

Each line ends with the Mulliken charge.
Element x y z (Å)
C 1.700 0.221 0.454  0.1408
C -1.645 0.501 -0.280  0.0750
N 1.427 -0.954 0.046  -0.4180
N 0.612 0.914 1.097  -0.2817
S -0.939 0.177 1.232  0.1406
S -3.165 -0.154 -0.460  0.0001
S 2.134 -2.099 -0.922  -0.0510
H 2.468 0.965 0.399  0.3895
H -1.003 1.186 -0.997  0.3364
H 0.610 1.620 1.808  0.2729
H -3.332 0.545 -1.629  0.2433
H 1.132 -2.922 -0.747  0.1521



- Number 1 is which compound?
  C36H25NO11



- What is the formula in the second record?
  C7H14N2